[1]
3 unconnected molecules or ions with the total composition C13H28O8. Source: the OMol25 dataset; level of theory: wB97M-V/def2-TZVPD.

Cartesian coordinates (Å):
C (-1.276, 0.551, -0.413)
C (-1.159, -0.950, -0.076)
C (0.162, -1.321, 0.599)
C (1.318, -1.277, -0.381)
O (2.403, -2.026, 0.143)
C (3.564, -1.964, -0.649)
C (4.455, -0.801, -0.240)
O (5.645, -0.765, -0.994)
C (5.499, -0.261, -2.308)
H (-1.972, 1.029, 0.275)
H (-0.322, 1.067, -0.315)
H (-1.617, 0.700, -1.436)
H (-1.989, -1.241, 0.564)
H (-1.251, -1.533, -0.996)
H (0.347, -0.602, 1.402)
H (0.104, -2.303, 1.066)
H (1.624, -0.239, -0.547)
H (1.011, -1.707, -1.342)
H (4.121, -2.892, -0.523)
H (3.307, -1.886, -1.713)
H (4.744, -0.925, 0.803)
H (3.919, 0.152, -0.318)
H (6.199, 0.561, -2.449)
H (4.483, 0.097, -2.492)
H (5.713, -1.047, -3.034)
C (-1.861, -0.701, 6.317)
O (-0.593, -1.360, 6.329)
C (0.011, -1.406, 5.143)
O (-0.419, -0.953, 4.114)
O (1.172, -2.038, 5.285)
C (1.927, -2.157, 4.073)
H (-2.226, -0.742, 7.338)
H (-1.753, 0.335, 6.001)
H (-2.554, -1.215, 5.653)
H (2.172, -1.175, 3.675)
H (1.372, -2.724, 3.328)
H (2.835, -2.687, 4.341)
C (-4.862, 1.298, -2.521)
O (-3.751, 2.028, -3.045)
C (-4.089, 3.033, -3.852)
O (-5.209, 3.350, -4.153)
O (-2.971, 3.625, -4.268)
C (-3.186, 4.732, -5.147)
H (-4.440, 0.524, -1.886)
H (-5.504, 1.947, -1.929)
H (-5.438, 0.843, -3.324)
H (-3.766, 5.508, -4.652)
H (-3.703, 4.410, -6.049)
H (-2.199, 5.108, -5.398)

Forces on atoms 1 to 2 (eV/Å):
C 0.0 -0.3 0.1
C 0.2 0.1 -0.2

Output
energy above the lowest of the compared OMol25 structures with the same formula, charge and spin	0.000	eV
molecular weight	312.36	Da
LUMO	0.77	eV
structure (SMILES)	CCCCOCCOC.COC(=O)OC.COC(=O)OC
strongest force on any atom	0.442	eV/Å
orbital gap	10.130	eV

[2]
A molecular structure, C3H3I2N at a distorted geometry. Source: the OMol25 dataset; level of theory: wB97M-V/def2-TZVPD.

Cartesian coordinates (Å):
C (-0.648, -0.802, -2.341)
C (-0.148, 0.171, -0.181)
C (0.455, -0.140, -1.556)
N (-1.354, -1.433, -3.005)
I (2.290, -1.440, -1.900)
I (0.769, 1.796, -2.610)
H (-0.983, 0.816, -0.129)
H (0.724, 0.626, 0.423)
H (-0.309, -0.778, 0.312)

Forces on atoms 1 to 2 (eV/Å):
C 1.3 -0.4 -0.4
C 4.6 -0.6 1.5

Output
energy above the lowest of the compared OMol25 structures with the same formula, charge and spin	0.459	eV
molecular weight	306.87	Da
LUMO	-1.26	eV
strongest force on any atom	4.869	eV/Å
orbital gap	8.552	eV

[3]
C17H22BBrN2O4 in the gas phase at a distorted geometry. Source: the OMol25 dataset; level of theory: wB97M-V/def2-TZVPD.

Cartesian coordinates (Å):
C (0.929, 1.715, -0.141)
C (-0.500, 2.247, -0.122)
C (-0.612, 3.636, -0.686)
C (-1.073, 2.299, 1.352)
C (-0.767, 1.094, 2.199)
N (-1.387, -0.177, 1.637)
C (-0.895, -1.404, 2.012)
O (0.128, -1.524, 2.668)
C (-1.490, -2.714, 1.565)
C (-1.696, -2.815, 0.014)
N (-0.430, -2.514, -0.731)
C (0.701, -3.250, -0.554)
C (1.975, -2.831, -0.884)
C (1.940, -1.670, -1.804)
C (3.073, -1.304, -2.576)
C (3.097, -0.244, -3.539)
C (1.831, 0.233, -3.958)
Br (1.624, 1.511, -5.379)
C (0.747, -0.057, -3.184)
C (0.781, -0.998, -2.125)
C (-0.420, -1.283, -1.392)
O (-1.313, -0.443, -1.271)
B (-1.045, 1.469, 3.721)
O (-1.831, 2.557, 3.993)
O (-0.753, 0.457, 4.708)
H (1.141, 0.720, 0.302)
H (1.361, 1.721, -1.153)
H (1.553, 2.349, 0.478)
H (-1.140, 1.435, -0.638)
H (-0.174, 4.349, 0.012)
H (-0.132, 3.727, -1.624)
H (-1.672, 3.942, -0.850)
H (-2.161, 2.672, 1.274)
H (-0.517, 3.088, 1.849)
H (0.251, 0.975, 2.382)
H (-1.887, -0.090, 0.728)
H (-2.482, -2.763, 2.067)
H (-0.811, -3.472, 1.905)
H (-2.120, -3.789, -0.290)
H (-2.462, -2.084, -0.172)
H (0.679, -4.140, 0.011)
H (2.906, -3.415, -0.953)
H (4.113, -1.702, -2.456)
H (4.014, -0.022, -4.081)
H (-0.206, 0.308, -3.451)
H (-2.279, 2.598, 4.857)
H (-0.588, -0.399, 4.277)

Forces on atoms 1 to 2 (eV/Å):
C 0.7 0.0 0.1
C -1.5 -2.4 1.0

Output
molecular weight	409.09	Da
LUMO	0.13	eV
structure (SMILES)	CC(C)C[C@H](NC(=O)CCn1ccc2ccc(Br)cc2c1=O)B(O)O
strongest force on any atom	4.007	eV/Å
orbital gap	8.668	eV

[4]
8 unconnected molecules or ions with the total composition C28H77N8O10 at a distorted geometry. Source: the OMol25 dataset; level of theory: wB97M-V/def2-TZVPD.

Cartesian coordinates (Å):
N (0.212, 0.495, -1.078)
O (-0.628, 0.404, -0.030)
O (-0.351, 0.340, -2.113)
O (1.345, 0.705, -0.930)
C (3.488, 4.692, -3.118)
C (3.569, 3.172, -2.646)
C (4.347, 2.968, -1.319)
O (5.600, 3.439, -1.538)
C (6.220, 3.414, -0.335)
N (2.215, 2.678, -2.653)
H (2.860, 5.534, -2.579)
H (3.201, 4.806, -4.129)
H (4.497, 5.147, -3.162)
H (4.119, 2.563, -3.302)
H (4.299, 1.998, -0.911)
H (3.763, 3.582, -0.511)
H (6.588, 4.418, -0.311)
H (6.913, 2.676, 0.022)
H (5.551, 3.453, 0.559)
H (2.000, 1.977, -2.040)
H (2.215, 1.936, -3.358)
C (2.933, -0.070, -4.268)
C (1.708, -0.125, -5.068)
C (0.686, -1.319, -4.769)
O (1.384, -2.488, -5.179)
C (0.503, -3.609, -4.986)
N (0.896, 1.104, -4.678)
H (3.196, -1.069, -4.225)
H (2.778, 0.156, -3.298)
H (3.724, 0.423, -4.734)
H (1.913, -0.106, -6.097)
H (-0.094, -1.083, -5.426)
H (0.492, -1.386, -3.905)
H (1.033, -4.483, -5.021)
H (-0.062, -3.660, -5.805)
H (-0.078, -3.615, -4.028)
H (0.417, 1.028, -3.672)
H (-0.009, 1.132, -4.936)
C (-5.219, -1.222, -1.636)
C (-4.110, -0.385, -2.321)
C (-3.674, 0.935, -1.658)
O (-4.719, 1.862, -1.638)
C (-5.487, 1.976, -0.397)
N (-2.923, -1.258, -2.400)
H (-5.284, -2.295, -1.839)
H (-6.305, -0.916, -1.699)
H (-5.200, -1.306, -0.398)
H (-4.449, -0.009, -3.420)
H (-2.888, 1.497, -2.326)
H (-3.241, 0.721, -0.710)
H (-5.928, 0.993, -0.367)
H (-6.101, 2.798, -0.332)
H (-5.127, 2.006, 0.640)
H (-3.033, -1.555, -1.454)
H (-2.052, -0.628, -2.621)
C (1.762, 1.484, 4.464)
C (2.407, 0.977, 3.155)
C (2.779, -0.536, 3.277)
O (3.767, -0.723, 4.223)
C (4.105, -2.074, 4.478)
N (1.376, 1.164, 2.076)
H (0.861, 1.060, 4.687)
H (1.821, 2.581, 4.572)
H (2.404, 1.115, 5.314)
H (3.209, 1.592, 3.082)
H (3.201, -0.725, 2.245)
H (1.986, -1.129, 3.627)
H (4.375, -2.717, 3.529)
H (3.335, -2.646, 5.145)
H (4.844, -2.045, 5.211)
H (0.383, 0.535, 2.298)
H (1.607, 0.923, 1.040)
C (-2.938, 4.430, 1.286)
C (-1.856, 3.632, 1.943)
C (-2.366, 2.517, 2.869)
O (-3.149, 3.047, 3.876)
C (-3.847, 2.203, 4.700)
N (-0.869, 3.090, 0.973)
H (-2.589, 5.288, 0.548)
H (-3.826, 4.924, 1.980)
H (-3.587, 3.742, 0.638)
H (-1.314, 4.379, 2.466)
H (-1.438, 1.852, 3.113)
H (-2.907, 1.887, 2.157)
H (-4.736, 1.755, 4.167)
H (-4.210, 2.736, 5.574)
H (-3.146, 1.379, 5.009)
H (-1.187, 2.455, 0.476)
H (-0.053, 2.616, 1.347)
C (-3.863, -2.997, 1.329)
C (-2.787, -1.860, 1.226)
C (-2.058, -1.606, 2.528)
O (-3.048, -1.234, 3.398)
C (-3.277, -2.053, 4.603)
N (-1.752, -2.094, 0.263)
H (-4.031, -3.483, 0.437)
H (-4.767, -2.915, 1.777)
H (-3.489, -3.829, 1.825)
H (-3.384, -1.174, 1.233)
H (-1.462, -0.835, 2.536)
H (-1.431, -2.345, 2.810)
H (-4.010, -1.640, 5.302)
H (-2.337, -2.102, 5.031)
H (-3.583, -3.067, 4.268)
H (-0.958, -2.662, 0.803)
H (-1.446, -1.248, -0.063)
C (2.128, -4.442, -1.769)
C (1.533, -3.052, -1.277)
C (1.651, -2.835, 0.240)
O (0.895, -3.890, 0.941)
C (1.474, -4.093, 2.154)
N (2.319, -2.071, -1.944)
H (1.301, -5.076, -1.277)
H (2.927, -4.575, -1.160)
H (2.025, -4.683, -2.910)
H (0.494, -2.949, -1.473)
H (1.397, -1.855, 0.471)
H (2.564, -2.864, 0.365)
H (1.322, -3.249, 2.629)
H (2.572, -4.226, 2.129)
H (0.893, -4.978, 2.771)
H (1.982, -1.047, -1.686)
H (2.304, -2.185, -2.903)

Forces on atoms 1 to 2 (eV/Å):
N -7.6 -0.8 4.8
O 2.5 0.4 -1.0

Output
energy above the lowest of the compared OMol25 structures with the same formula, charge and spin	17.335	eV
molecular weight	685.97	Da
LUMO	2.28	eV
total charge	-1
strongest force on any atom	14.020	eV/Å
orbital gap	8.347	eV

[5]
C8H10N2O2 in the gas phase at a distorted geometry. Source: the OMol25 dataset; level of theory: wB97M-V/def2-TZVPD.

Cartesian coordinates (Å):
C (-0.781, 2.018, 0.763)
C (-0.548, 0.560, 0.554)
C (-1.490, -0.377, 1.300)
C (0.871, 0.171, 1.030)
O (1.258, 0.501, 2.097)
C (1.520, -0.582, 0.003)
C (2.618, -1.393, -0.288)
N (2.489, -1.812, -1.554)
N (1.384, -1.246, -2.053)
C (0.756, -0.520, -1.146)
C (-0.497, 0.246, -0.989)
O (-1.658, -0.431, -1.567)
H (-0.626, 2.485, -0.172)
H (-0.160, 2.395, 1.633)
H (-1.887, 2.144, 1.064)
H (-2.412, 0.023, 1.510)
H (-1.087, -0.667, 2.319)
H (-1.581, -1.285, 0.553)
H (3.329, -1.565, 0.483)
H (1.282, -1.325, -3.084)
H (-0.364, 1.156, -1.632)
H (-2.416, -0.496, -0.826)

Forces on atoms 1 to 2 (eV/Å):
C -1.9 0.3 2.7
C 0.8 -0.6 -1.0

Output
energy above the lowest of the compared OMol25 structures with the same formula, charge and spin	2.619	eV
molecular weight	166.18	Da
LUMO	0.54	eV
structure (SMILES)	CC1(C)C(=O)c2cn[nH]c2[C@H]1O
strongest force on any atom	3.853	eV/Å
orbital gap	10.081	eV

[6]
18 unconnected molecules or ions with the total composition H36O18 at a distorted geometry. Source: the OMol25 dataset; level of theory: wB97M-V/def2-TZVPD.

Cartesian coordinates (Å):
O (0.390, 0.504, 4.359)
H (1.242, 0.172, 4.674)
H (0.582, 1.369, 3.994)
O (-1.286, -3.584, -3.211)
H (-1.967, -3.766, -3.866)
H (-1.031, -2.815, -3.785)
O (2.192, 2.405, 1.825)
H (2.655, 3.073, 1.313)
H (2.391, 2.662, 2.732)
O (-4.119, -3.442, -0.404)
H (-3.437, -3.144, -0.908)
H (-3.783, -4.190, 0.244)
O (-2.359, -0.415, -2.495)
H (-2.752, -0.756, -1.705)
H (-2.018, 0.499, -2.344)
O (0.366, 3.780, 3.155)
H (-0.073, 3.538, 2.211)
H (-0.473, 3.748, 3.600)
O (1.942, -2.508, -3.670)
H (1.366, -2.319, -3.009)
H (1.839, -2.150, -4.441)
O (-0.219, -1.201, -1.676)
H (-0.081, -2.081, -1.359)
H (-0.623, -0.553, -1.043)
O (4.960, 1.229, -1.707)
H (5.060, 2.228, -1.865)
H (4.540, 1.057, -0.890)
O (-1.152, -1.960, 2.102)
H (-0.861, -1.126, 2.257)
H (-0.570, -2.397, 1.533)
O (-3.105, 1.983, -0.388)
H (-3.579, 2.311, -1.111)
H (-3.473, 1.230, 0.100)
O (-4.581, -0.432, -0.598)
H (-4.420, -1.297, -0.295)
H (-5.401, -0.285, -0.866)
O (2.158, 5.038, 1.113)
H (1.592, 4.819, 1.807)
H (2.731, 5.722, 1.234)
O (1.111, -5.830, 0.306)
H (1.969, -5.869, 0.522)
H (0.833, -5.187, 1.049)
O (-1.442, -3.746, -0.400)
H (-1.424, -3.628, -1.411)
H (-0.796, -4.425, -0.664)
O (0.705, 1.615, -0.560)
H (1.376, 1.005, -0.281)
H (0.870, 1.777, -1.479)
O (-0.946, 4.743, 0.218)
H (-0.709, 5.371, 0.785)
H (-0.637, 4.990, -0.618)
O (4.827, 1.030, 1.757)
H (4.081, 0.757, 2.350)
H (5.540, 0.450, 1.813)

Forces on atoms 1 to 2 (eV/Å):
O 0.2 -0.3 0.2
H -0.3 0.1 -0.1

Output
energy above the lowest of the compared OMol25 structures with the same formula, charge and spin	7.032	eV
molecular weight	324.27	Da
LUMO	0.09	eV
strongest force on any atom	7.807	eV/Å
orbital gap	9.901	eV